# C9H19N3S

C9H19N3S as an isolated structure (ωB97M-V/def2-TZVPD, the Open Molecules 2025 dataset).

Values from the calculation:
**Net charge**: +2
**Energy above the lowest of the compared OMol25 structures with the same formula, charge and spin**: 329.0 kJ/mol
**M**: 201.34 g mol⁻¹
**LUMO level**: -9.72 eV

Structure (XYZ):
```
32
C9H19N3S (ωB97M-V/def2-TZVPD)
S 3.421 -0.476 0.561
N 1.002 0.237 -0.070
N 2.579 1.811 -0.367
N -0.065 1.143 -0.432
C -1.291 0.996 -0.377
C -1.853 -1.139 1.016
C -3.369 -0.277 -0.777
C 5.026 0.347 0.382
C -3.105 1.017 1.384
C 0.370 -1.729 -1.347
C 2.302 0.550 -0.185
C -2.380 0.046 0.292
C 0.544 -1.081 0.051
H -1.719 -1.081 2.156
H 5.425 -0.024 -0.518
H -3.581 1.817 0.838
H 3.518 2.064 -0.574
H 5.758 0.345 1.205
H -0.068 -0.999 -1.969
H -0.075 -2.752 -1.291
H 1.873 2.417 -0.780
H -4.163 0.388 -0.853
H -2.306 1.304 2.023
H -1.739 1.949 -0.699
H 4.631 1.399 0.180
H -3.871 0.381 1.798
H -2.770 -0.533 -1.733
H 0.998 -1.659 0.839
H -0.639 -1.154 0.520
H -2.136 -2.159 0.775
H 1.391 -1.877 -1.645
H -3.709 -1.269 -0.402
```


# C3H3N3

A single C3H3N3 molecule (ωB97M-V/def2-TZVPD, the Open Molecules 2025 dataset).

Values from the calculation:
**SMILES**: c1cnnnc1
**Energy above the lowest of the compared OMol25 structures with the same formula, charge and spin**: 191.9 kJ/mol
**M**: 81.08 g mol⁻¹
**LUMO level**: 0.03 eV

Structure (XYZ):
```
9
C3H3N3 (ωB97M-V/def2-TZVPD)
N 1.123 -1.209 0.144
N -1.146 -1.200 0.107
N -0.016 -1.841 0.315
C 0.009 0.893 0.068
C 1.146 0.114 -0.025
C -1.143 0.131 0.002
H -2.094 0.592 -0.205
H 0.017 1.984 0.144
H 2.103 0.541 -0.286
```


# C62H176N10O24

A 21-piece molecular cluster, C62H176N10O24 overall (ωB97M-V/def2-TZVPD, the Open Molecules 2025 dataset).

Values from the calculation:
**M**: 1446.14 g mol⁻¹
**LUMO level**: 0.33 eV

Structure (XYZ):
```
272
C62H176N10O24 (ωB97M-V/def2-TZVPD)
O -6.676 0.902 -5.866
O -7.004 5.695 -4.267
O -0.504 4.601 6.870
O 1.502 -1.038 1.513
O 2.882 -5.049 -2.926
O -1.488 -1.030 -2.643
O 5.838 -8.006 -0.029
O -3.270 2.473 -1.033
O 3.641 3.080 -1.089
O -5.429 -2.804 -0.440
O 5.742 -1.415 1.448
O 0.630 1.956 5.694
O 2.165 3.217 -5.135
O 3.103 -4.895 3.003
O 4.878 1.312 4.003
O 3.414 6.510 3.298
O -2.581 0.214 2.751
O 1.574 -1.204 -5.563
O -2.798 7.942 1.055
O -2.059 -2.531 3.344
O 0.935 -5.762 -0.986
O -0.901 4.194 -0.661
O -3.542 -2.823 -2.609
O -5.882 -5.841 0.284
N -0.348 1.477 -0.565
N 7.051 1.263 2.416
N -8.582 -4.919 0.562
N 2.104 4.439 5.988
N 4.040 -1.795 -2.907
N 4.230 5.977 -0.464
N -5.670 2.394 -2.977
N 2.437 -7.117 1.106
N 0.012 4.320 -3.827
N 0.119 -0.607 4.292
C -2.794 -0.583 -2.432
C 3.084 6.144 4.592
C -0.709 2.214 6.201
C 0.848 1.853 1.516
C 0.838 1.005 0.273
C -6.001 -1.922 0.560
C -0.715 -3.976 -1.396
C 3.574 0.852 4.342
C 3.630 2.042 -2.044
C 3.861 -2.957 4.312
C 4.376 -2.449 -5.298
C 4.764 1.978 2.761
C -3.433 2.380 3.143
C 2.922 5.277 -0.309
C 3.703 -1.467 -4.270
C -0.870 -2.102 5.852
C 6.498 -1.831 0.282
C 3.556 -7.204 0.231
C -3.806 -1.532 -3.074
C 2.141 -1.517 -4.301
C 7.839 -2.374 0.673
C -2.185 4.327 0.015
C 6.132 2.450 2.340
C 0.977 2.386 -5.124
C 6.779 -9.017 0.210
C -3.450 0.938 3.633
C -5.470 -0.546 0.343
C 2.399 -7.271 -3.820
C -4.412 4.108 -4.431
C -1.276 2.172 -3.909
C 6.089 3.100 0.941
C -6.907 4.257 -4.200
C 1.790 6.287 -0.461
C 1.308 4.691 3.724
C -1.305 7.022 2.587
C -0.841 3.283 7.298
C -6.714 -6.404 1.227
C 2.973 7.781 2.987
C 2.207 -5.780 -3.966
C -0.441 -5.477 -1.247
C 0.683 -0.468 0.538
C 4.149 -5.835 -0.003
C -8.687 -6.087 2.651
C -4.683 -6.547 0.064
C -3.296 3.883 -0.898
C 3.812 -4.468 4.216
C -6.040 -0.285 -6.352
C -4.617 -0.061 -6.693
C 2.709 4.142 -1.396
C -0.074 -1.997 4.583
C 0.192 -1.305 -5.602
C 0.120 2.849 -3.939
C 2.495 4.729 4.630
C -7.753 -5.393 1.689
C 4.634 -8.202 0.762
C -5.631 3.779 -3.533
C -1.514 8.184 1.681
C -0.640 -2.722 3.337
C -8.027 6.020 -5.096
C 2.788 -1.401 0.964
C -2.802 -3.346 2.415
C 3.199 2.669 -5.877
H -4.167 -6.103 -0.799
H -0.106 -2.415 2.454
H 1.499 5.100 2.742
H 0.508 5.282 4.273
H 5.391 -2.055 -5.535
H -0.443 -0.972 -4.717
H -6.175 -6.735 2.161
H 5.638 2.334 0.286
H -4.449 5.144 -4.757
H -5.534 4.339 -2.582
H 1.351 1.342 -5.126
H -3.119 0.909 4.712
H 1.918 -2.526 -3.920
H -0.371 -1.473 6.625
H -1.823 2.404 -2.948
H 0.512 2.558 -6.114
H 1.107 -6.240 -0.152
H -3.236 4.415 -1.862
H 4.780 -5.493 0.861
H 4.310 -9.327 0.804
H 0.943 3.696 3.627
H -1.202 1.092 -3.826
H -2.531 -0.748 2.911
H -5.858 -2.261 1.583
H -5.834 0.142 1.165
H 0.885 6.013 0.066
H 4.165 2.864 2.833
H -7.196 -7.271 0.785
H 2.004 3.437 6.069
H 0.884 -2.448 4.778
H 4.002 -2.826 -2.804
H 2.925 -2.539 4.025
H 3.841 2.074 -5.252
H 2.892 2.175 -6.773
H 0.927 4.795 -3.643
H -8.183 -6.592 3.499
H -4.472 0.519 3.590
H -3.859 -3.083 2.356
H 0.891 -0.900 -0.380
H 8.321 -1.752 1.478
H 8.543 -2.140 -0.167
H -3.981 0.088 -5.805
H -1.074 7.246 3.644
H 2.834 1.621 4.274
H -1.090 1.412 0.115
H -2.226 6.511 2.595
H 5.881 -2.562 -0.231
H 4.345 1.307 2.025
H -1.072 -3.137 6.238
H 3.061 -2.326 1.504
H -7.274 1.237 -6.598
H 1.732 3.726 -1.279
H 2.826 -1.560 -0.108
H 2.602 1.975 -2.376
H 3.908 6.159 5.355
H -0.423 -0.680 0.741
H -0.592 3.247 -0.610
H -8.884 5.349 -4.996
H 1.423 6.360 -1.496
H -3.023 0.427 -2.799
H 3.616 8.417 3.606
H -9.253 -6.951 2.168
H -7.173 -4.561 2.159
H -4.159 2.890 3.768
H 3.849 -2.365 -6.248
H -1.421 2.441 5.388
H 8.008 1.512 2.235
H -8.300 7.058 -4.852
H 3.277 0.048 3.716
H -3.536 2.442 2.040
H 6.394 -9.978 -0.059
H 4.926 5.206 -0.580
H -1.878 3.167 7.637
H -0.513 -3.782 3.488
H 2.108 7.267 -0.160
H -7.876 3.889 -3.665
H -4.348 -0.498 0.481
H 3.356 -4.930 5.037
H -4.838 -1.212 -2.899
H 3.320 4.085 4.335
H -4.307 -0.911 -7.252
H -1.057 -5.899 -0.479
H -1.572 9.127 2.276
H 6.939 0.950 3.408
H -2.211 3.756 0.940
H 4.716 -5.793 -0.905
H -3.964 2.170 -1.685
H 2.946 4.860 0.675
H 0.417 4.656 6.522
H 3.304 -4.228 2.318
H -6.581 -0.558 -7.267
H -2.700 8.476 0.243
H 1.936 8.018 3.238
H 3.146 7.925 1.895
H -2.977 -0.542 -1.334
H 3.617 0.379 5.369
H 3.482 -7.491 -3.798
H -2.404 -3.382 1.349
H 4.279 2.175 -2.862
H 1.721 -0.844 -3.480
H -1.825 -3.933 -1.404
H -0.450 4.543 -2.932
H 4.615 -2.533 3.680
H -9.400 -5.367 3.029
H -0.515 6.349 2.260
H -0.167 -2.330 -5.621
H 1.148 2.890 1.269
H 4.834 -4.918 4.096
H -4.204 3.521 -5.297
H 6.263 -0.680 1.841
H -5.799 -3.681 -0.214
H 4.032 -2.624 5.335
H -7.972 -4.551 -0.147
H -0.245 -3.573 -2.289
H -4.243 4.202 -0.514
H 3.898 1.114 -1.506
H -3.497 4.116 -3.819
H 2.019 -7.665 -2.854
H 2.661 4.814 6.739
H 2.309 6.754 5.048
H 6.500 3.177 3.085
H 4.009 -0.467 -4.521
H -7.739 6.073 -6.208
H 4.877 -7.929 1.835
H 7.826 -3.395 0.971
H 2.626 -5.413 -4.969
H -6.962 3.934 -5.323
H -4.043 -2.943 -1.777
H 7.050 -9.067 1.253
H -0.731 -5.959 -2.197
H -0.695 -0.159 3.918
H 4.454 -3.452 -4.876
H -1.459 -2.003 -2.455
H -3.538 -1.451 -4.149
H 0.788 -0.520 3.571
H -0.216 -0.795 -6.466
H 1.182 -5.522 -4.108
H -5.683 -0.110 -0.580
H 0.628 2.514 -3.064
H 3.868 3.560 -6.143
H 1.917 -7.947 1.452
H 3.285 -5.191 -0.147
H 5.384 3.932 0.943
H -7.071 -1.896 0.383
H -2.813 -4.360 2.691
H -4.117 -6.514 1.019
H 2.902 4.545 -2.404
H -2.336 5.421 0.173
H -6.490 2.325 -2.382
H -0.182 -3.441 -0.556
H -9.046 -4.096 0.902
H 0.554 1.038 5.502
H 1.562 1.455 2.222
H -1.826 2.468 -4.807
H 1.929 -7.739 -4.695
H -4.436 0.757 -7.357
H -0.565 0.840 -1.304
H -6.151 -1.136 -5.634
H -0.777 8.355 0.928
H 7.659 -8.835 -0.403
H 3.565 -0.659 1.269
H 5.048 -1.661 -2.790
H 4.176 6.583 -1.284
H -2.451 2.808 3.466
H 7.076 3.373 0.603
H 6.557 -0.987 -0.336
H -0.215 3.003 8.132
H 1.691 1.238 -0.315
H -0.132 1.848 1.993
H 2.407 -5.219 -2.117
H -1.876 -1.652 5.652
H -5.972 1.787 -3.780
H -1.036 1.219 6.652
H -4.816 -7.578 -0.189
H 2.707 -6.512 1.866
H 3.209 -7.622 -0.673
```


# C27H41Br2FInN2O12

C27H41Br2FInN2O12 as an isolated structure (ωB97M-V/def2-TZVPD, the Open Molecules 2025 dataset).

Values from the calculation:
**Net charge**: -1
**M**: 879.25 g mol⁻¹
**LUMO level**: 1.47 eV

Structure (XYZ):
```
86
C27H41Br2FInN2O12 (ωB97M-V/def2-TZVPD)
In -2.802 3.859 0.795
Br -1.523 3.742 4.183
Br 0.417 5.304 0.341
F -2.154 7.242 -2.273
O -4.293 -3.089 -2.751
O 4.238 -2.098 0.121
O 3.289 -4.090 0.455
O -4.483 -0.994 0.570
O 0.191 1.468 0.454
O 10.007 -5.255 2.536
O -3.497 -1.589 -4.205
O 7.991 -5.488 1.606
O -3.965 6.110 -2.883
O -0.452 0.021 -1.104
O -6.003 5.037 -0.453
O -2.897 2.867 -2.095
N -4.239 0.081 -1.463
N -2.038 5.014 -2.269
C 11.086 -4.304 2.494
C -2.838 6.079 -2.494
C -0.002 -1.228 -1.637
C -3.409 1.847 1.434
C 10.959 -3.614 1.140
C 1.000 4.830 3.373
C -5.555 -3.392 -2.130
C -0.345 4.426 2.845
C 1.652 -0.416 -0.154
C -2.596 3.844 -1.461
C 5.031 -5.532 -0.209
C 4.345 -3.287 0.179
C 9.025 -4.892 1.683
C -3.905 -0.145 -0.065
C 9.447 -3.652 0.916
C 3.720 -5.459 0.567
C -6.341 -2.086 -2.160
C -5.814 -1.436 -3.440
C 5.592 -4.129 0.005
C -4.408 -1.998 -3.549
C -6.952 5.151 1.802
C 0.439 0.500 -0.201
C -4.428 5.290 1.322
C 1.511 -1.231 -1.443
C -0.821 4.507 1.608
C -2.836 0.741 0.488
C -5.768 4.693 0.922
H -7.371 4.310 2.355
H -6.371 4.270 -0.901
H 6.180 -4.071 0.919
H -4.289 6.200 0.739
H -7.419 -2.239 -2.144
H -0.320 -1.293 -2.675
H 1.786 4.389 2.764
H -5.780 -0.352 -3.392
H -6.371 -1.743 -4.328
H -1.123 5.276 -1.924
H 11.460 -4.208 0.375
H -6.633 5.898 2.525
H -4.414 5.515 2.387
H 2.938 -6.097 0.164
H -7.735 5.572 1.174
H -6.038 -4.183 -2.709
H 3.855 -5.688 1.626
H -5.362 -3.756 -1.124
H 8.941 -2.792 1.358
H 1.933 -2.231 -1.382
H -4.494 1.756 1.503
H -5.731 3.601 0.988
H -2.170 0.102 1.068
H -6.069 -1.473 -1.300
H 1.116 4.518 4.406
H 5.689 -6.327 0.133
H -3.043 1.646 2.438
H 12.021 -4.843 2.622
H 10.961 -3.610 3.327
H 9.161 -3.737 -0.128
H 1.109 5.914 3.327
H -4.342 1.087 -1.582
H 11.390 -2.616 1.129
H 1.993 -0.708 -2.270
H 2.565 0.166 -0.095
H -3.402 -0.145 -1.996
H -2.282 1.172 -0.334
H 6.180 -3.762 -0.831
H -0.487 -2.030 -1.074
H 4.823 -5.690 -1.269
H 1.569 -1.045 0.732
```


# C5H8O

A 2-piece molecular cluster, C5H8O overall (ωB97M-V/def2-TZVPD, the Open Molecules 2025 dataset).

Values from the calculation:
**SMILES**: C=C=C=CCO.[H][H]
**Energy above the lowest of the compared OMol25 structures with the same formula, charge and spin**: 435.8 kJ/mol
**M**: 84.12 g mol⁻¹
**LUMO level**: 0.36 eV

Structure (XYZ):
```
14
C5H8O (ωB97M-V/def2-TZVPD)
O -1.192 0.592 1.625
C 2.557 0.173 -0.335
C 0.331 -1.031 -0.075
C -0.965 -0.917 -0.287
C -1.868 -0.157 0.651
C 1.531 -0.608 -0.084
H 2.804 0.992 0.335
H -0.419 0.085 1.909
H 0.625 1.346 -1.236
H -2.582 -0.866 1.100
H 3.131 0.069 -1.251
H -2.454 0.556 0.058
H -0.084 1.112 -1.229
H -1.415 -1.346 -1.181
```


# C5H6N2O

A single C5H6N2O molecule (ωB97M-V/def2-TZVPD, the Open Molecules 2025 dataset).

Values from the calculation:
**SMILES**: Nc1cccn1C=O
**Energy above the lowest of the compared OMol25 structures with the same formula, charge and spin**: 21.5 kJ/mol
**M**: 110.12 g mol⁻¹
**LUMO level**: 0.76 eV

Structure (XYZ):
```
14
C5H6N2O (ωB97M-V/def2-TZVPD)
O -2.699 0.976 -0.775
N -0.574 0.338 -0.143
N -0.199 -1.661 1.151
C 1.456 0.943 -0.831
C 0.135 1.282 -0.905
C 0.351 -0.572 0.470
C -1.960 0.246 -0.172
C 1.579 -0.112 0.115
H -0.372 2.030 -1.455
H -2.398 -0.571 0.435
H 0.394 -2.496 1.059
H 2.582 -0.516 0.308
H -0.549 -1.413 2.103
H 2.254 1.525 -1.359
```


Orbital gap, record by record: 7.48 10.10 8.69 6.44 9.42 9.18 eV
Electronic energy, record by record: -915.9697 -280.3077 -4820.7648 -7503.9155 -270.3919 -378.8628 Eh
Max |F|, record by record: 4.87 0.59 3.76 0.73 0.38 2.03 eV Å⁻¹